166
Properties=species:S:1:pos:R:3:mulliken_charge:R:1 method="wB97M-V/def2-TZVPD" e_tot_ha=-3068.42310 charge=+2 multiplicity=3 homo_energy_ev="-11.4 / -11.4" e_lumo_ev="-8.923 / -9.516" s_squared=2.009 de_lowest_kj_mol=951.7 orbital_gap_ev="2.521 / 1.928"
Ag 14.646 22.384 18.726 0.883
Pd 16.451 20.567 14.766 0.826
O 15.904 24.570 15.158 -0.419
O 9.174 24.453 11.529 -0.284
O 13.130 28.489 4.557 -0.288
O 10.085 31.962 15.359 -0.415
O 12.392 25.040 19.770 -0.288
O 21.367 30.403 20.742 -0.316
O 22.274 33.584 11.328 -0.340
O 18.090 23.214 10.055 -0.171
O 22.779 22.651 20.559 -0.315
O 22.525 23.101 13.791 -0.218
N 19.425 27.253 20.402 -0.688
N 19.398 33.958 11.572 -0.750
N 25.904 21.404 21.963 -0.703
N 15.641 21.537 10.991 -0.459
N 20.314 21.611 13.354 -0.642
N 10.458 21.078 11.820 -0.669
N 12.416 25.924 6.937 -0.665
N 11.463 33.694 17.145 -0.632
N 14.576 24.755 21.516 -0.528
C 23.727 20.620 22.588 -1.332
C 21.326 32.504 11.501 -1.011
C 12.966 27.178 4.878 -0.694
C 16.366 21.383 9.714 0.299
C 12.616 27.229 6.402 0.433
C 15.544 26.986 14.384 -1.252
C 16.315 25.933 15.176 0.729
C 9.732 22.204 11.231 0.414
C 23.155 33.278 10.210 -0.704
C 15.358 20.931 8.646 -1.504
C 22.821 22.499 19.153 -0.763
C 23.294 24.250 13.444 -0.759
C 10.105 32.538 14.073 -0.636
C 16.981 22.718 9.213 -0.921
C 13.460 28.725 3.214 -0.783
C 9.384 25.777 11.959 -0.768
C 12.260 32.798 16.323 0.515
C 20.117 33.000 12.375 0.542
C 13.476 32.336 17.108 -1.529
C 18.778 29.526 19.643 -1.336
C 11.245 25.335 18.976 -0.787
C 19.949 28.529 19.950 0.607
C 18.511 24.453 9.542 -0.842
C 9.889 23.419 12.184 -0.564
C 17.795 26.171 14.976 -1.159
C 13.487 25.662 21.825 0.328
C 22.254 30.895 21.738 -0.787
C 19.038 31.937 12.715 -1.346
C 21.632 21.033 13.200 0.326
C 11.393 31.623 15.864 -0.597
C 8.241 21.674 11.093 -1.466
C 12.915 26.192 20.468 -0.822
C 24.088 22.698 21.151 -0.811
C 14.074 26.793 22.680 -1.389
C 20.905 29.079 21.015 -0.739
C 21.587 19.863 12.154 -1.316
C 13.734 27.892 7.212 -1.346
C 24.573 21.271 21.504 0.596
C 22.609 22.152 12.778 -0.782
H 19.169 30.532 19.489 0.344
H 23.153 30.327 21.974 0.299
H 10.546 31.880 13.324 0.256
H 14.492 26.796 14.598 0.337
H 14.467 28.420 2.933 0.302
H 26.462 20.590 21.751 0.267
H 9.090 32.834 13.808 0.261
H 13.432 29.807 3.080 0.248
H 21.819 22.586 18.733 0.227
H 12.693 25.115 22.333 0.351
H 11.076 30.864 16.580 0.291
H 10.585 33.494 14.284 0.293
H 12.693 33.284 15.449 0.223
H 9.474 23.159 13.158 0.283
H 22.295 22.615 11.842 0.350
H 16.116 26.171 16.221 0.058
H 17.130 20.619 9.857 0.222
H 18.331 25.472 15.618 0.307
H 15.415 25.207 21.183 0.231
H 11.655 25.419 6.504 0.255
H 23.480 23.221 18.672 0.344
H 14.582 27.446 21.971 0.376
H 18.939 26.839 19.620 0.232
H 10.941 23.654 12.347 0.353
H 18.385 32.267 13.524 0.346
H 14.171 33.146 17.330 0.361
H 23.230 21.541 18.832 0.309
H 22.769 24.743 12.626 0.292
H 20.867 19.960 11.341 0.273
H 9.302 26.477 11.128 0.254
H 13.499 27.993 8.272 0.367
H 12.657 28.316 2.600 0.322
H 15.409 22.520 10.993 0.288
H 10.371 25.392 19.624 0.317
H 24.443 20.715 20.576 0.174
H 20.191 34.174 10.985 0.279
H 16.163 23.438 9.224 0.440
H 14.005 28.906 6.917 0.330
H 14.663 21.672 8.251 0.383
H 14.809 24.265 22.368 0.257
H 18.198 27.133 15.292 0.395
H 13.649 26.614 19.781 0.304
H 8.065 20.743 10.555 0.412
H 21.644 31.219 22.582 0.331
H 12.195 27.008 20.535 0.466
H 20.883 32.150 10.570 0.413
H 15.850 27.995 14.661 0.370
H 15.884 20.722 7.715 0.433
H 22.737 20.376 22.201 0.284
H 12.216 26.656 4.283 0.398
H 23.730 34.168 9.954 0.257
H 20.153 22.085 12.477 0.118
H 18.172 29.218 18.791 0.302
H 18.102 29.612 20.493 0.331
H 22.691 32.874 9.309 0.298
H 17.310 22.501 8.196 0.349
H 19.460 24.628 10.048 0.221
H 18.902 24.272 8.541 0.398
H 23.849 32.562 10.651 0.310
H 20.329 29.017 21.938 0.368
H 24.039 23.328 22.039 0.360
H 26.405 22.087 21.412 0.242
H 20.442 22.424 13.940 0.342
H 9.883 20.293 11.552 0.265
H 13.888 26.615 4.736 0.323
H 18.062 25.933 13.947 0.287
H 14.821 20.013 8.883 0.404
H 13.380 27.351 23.308 0.331
H 12.075 26.138 7.863 0.218
H 14.778 21.011 10.990 0.274
H 10.510 21.146 12.826 0.249
H 11.643 27.711 6.491 0.265
H 20.499 33.541 13.241 0.374
H 11.056 33.280 17.972 0.255
H 23.723 21.263 23.468 0.331
H 7.642 22.491 10.691 0.329
H 13.263 31.828 18.049 0.320
H 24.195 19.701 22.941 0.369
H 10.684 33.959 16.558 0.311
H 23.585 21.725 12.548 0.443
H 21.905 20.614 14.169 0.365
H 10.326 26.052 12.432 0.280
H 11.021 24.448 18.384 0.246
H 23.309 24.984 14.250 0.225
H 11.338 26.214 18.337 0.326
H 20.166 26.608 20.638 0.242
H 14.638 27.285 7.166 0.319
H 19.140 34.818 12.035 0.241
H 7.880 21.329 12.061 0.397
H 24.280 23.837 13.230 0.325
H 24.865 23.157 20.540 0.422
H 22.580 31.868 21.371 0.275
H 21.758 28.406 21.107 0.340
H 19.563 31.016 12.965 0.293
H 22.522 19.500 11.729 0.368
H 18.474 31.693 11.815 0.340
H 21.379 18.961 12.730 0.333
H 14.877 26.443 23.329 0.399
H 8.568 25.985 12.652 0.295
H 14.074 31.691 16.466 0.345
H 21.796 31.619 11.930 0.459
H 10.055 22.378 10.205 0.223
H 17.825 25.299 9.586 0.309
H 11.922 31.090 15.074 0.378
H 15.532 26.886 13.298 0.341
H 20.517 28.431 19.025 0.199